# 1
Here is a 2-piece molecular cluster, C5H8N2 overall from OMol25. Energies are from wB97M-V/def2-TZVPD.

Geometry as XYZ:
```
15
Properties=species:S:1:pos:R:3:lowdin_charge:R:1
C 1.3776 -0.8627 -0.6628 0.026
C -1.4337 -1.4587 0.0370 0.077
C -1.3417 -0.0326 -0.1269 -0.544
C -2.6925 0.7083 0.1654 -0.063
C 3.4005 0.4690 0.0810 -0.083
N -0.4256 0.6519 -0.6460 0.165
N 2.2495 -0.2037 -0.3082 -0.084
H -0.3768 -1.9784 0.0881 0.049
H -2.2968 -1.8548 0.3584 0.005
H -2.5330 1.7680 0.0995 0.057
H -3.4684 0.3849 -0.5282 0.072
H -3.3016 0.4276 1.0080 0.061
H 3.0947 1.3302 0.6102 0.077
H 3.8639 0.8629 -0.8564 0.117
H 3.8841 -0.2120 0.6809 0.066
```

2S+1 = 1
Electronic energy = -8288.8378 eV

***

# 2
Here is an isolated molecule of C5H8N2 from OMol25. Energies are from wB97M-V/def2-TZVPD.

Geometry as XYZ:
```
15
Properties=species:S:1:pos:R:3:lowdin_charge:R:1
C 1.5359 -0.9566 -0.4391 -0.120
C 0.7897 -0.6672 0.9941 -0.151
C -0.4205 -0.0136 0.4578 -0.302
C -1.5803 0.4971 1.0642 -0.046
N -2.1235 1.6119 0.2796 0.044
C -1.5629 1.4585 -0.8756 -0.188
N -0.4469 0.5178 -0.8184 0.029
H 1.0738 -1.8535 -0.8013 0.047
H 1.6786 -0.1714 -1.2605 0.084
H 2.5323 -1.3765 0.0341 0.097
H 1.5096 -0.0202 1.5248 0.107
H 0.7357 -1.6754 1.5026 0.126
H -2.1513 0.3810 1.9009 0.058
H -1.5813 1.9024 -1.8671 0.107
H 0.0109 0.3656 -1.6961 0.108
```

SMILES = CCc1cnc[nH]1
2S+1 = 1
Electronic energy = -8292.5805 eV

***

# 3
Here is an isolated molecule of C5H8N2 from OMol25. Energies are from wB97M-V/def2-TZVPD.

Geometry as XYZ:
```
15
Properties=species:S:1:pos:R:3:lowdin_charge:R:1
C -1.6783 1.7810 -0.1695 -0.030
C -0.6785 0.6609 -0.1164 -0.323
N -1.0306 -0.5743 -0.2089 0.103
H -1.4328 2.5729 0.5421 0.081
H -1.7577 2.1968 -1.1772 0.082
H -2.6650 1.3758 0.0910 0.084
C 0.8358 0.8463 -0.1117 -0.183
C 0.1084 -1.4408 -0.1978 -0.257
C 0.9507 -2.3566 0.2782 -0.019
N 1.5128 0.6828 0.9869 0.111
H 2.5191 0.6471 0.7961 0.057
H 1.2372 1.3002 -1.0309 0.123
H -0.5232 -2.1927 -0.7059 0.086
H 1.8848 -2.0827 0.7568 0.030
H 0.7174 -3.4167 0.2673 0.056
```

SMILES = [H]/N=C/C(C)=N\C=C
2S+1 = 1
Electronic energy = -8289.9670 eV

***

# 4
Here is an isolated molecule of C5H8N2 from OMol25. Energies are from wB97M-V/def2-TZVPD.

Geometry as XYZ:
```
15
Properties=species:S:1:pos:R:3:lowdin_charge:R:1
C -0.3407 -1.4775 0.6886 -0.034
C 0.1063 -0.1460 0.1246 -0.529
C -0.2132 0.0150 -1.3645 -0.114
C -0.4115 1.4048 -1.7823 -0.223
N -0.6018 2.5028 -2.0924 0.147
C 0.1890 1.0235 1.0303 -0.114
N 1.4035 0.3927 0.5115 0.059
H -1.4294 -1.5839 0.6248 0.087
H 0.1126 -2.3118 0.1396 0.086
H -0.0565 -1.5678 1.7425 0.083
H -1.1250 -0.5380 -1.6170 0.122
H 0.6059 -0.4134 -1.9527 0.130
H -0.0800 0.8668 2.0739 0.109
H 0.0003 2.0262 0.6542 0.096
H 1.8405 -0.1935 1.2187 0.095
```

SMILES = C[C@@]1(CC#N)CN1
2S+1 = 1
Electronic energy = -8293.6862 eV

***

# 5
Here is an isolated molecule of C5H8N2 from OMol25. Energies are from wB97M-V/def2-TZVPD.

Geometry as XYZ:
```
15
Properties=species:S:1:pos:R:3:lowdin_charge:R:1
C -0.3559 1.2734 0.5658 -0.189
C -0.9884 0.0055 0.2023 -0.335
C -0.6335 -0.4134 -1.2400 -0.192
C 0.7960 -0.7571 -1.2723 -0.178
C 1.1896 -0.8464 0.2172 -0.155
H -2.0150 0.0259 0.4819 0.145
H -1.3790 -1.1686 -1.6244 0.134
H -0.9351 0.3432 -1.9431 0.101
H 0.9494 -1.6814 -1.6862 0.077
H 1.1937 0.1070 -1.8841 0.140
H 1.8009 -1.7649 0.4354 0.126
H 1.6750 0.1472 0.5027 0.117
H -0.1699 -0.7768 1.7697 0.084
N 0.0170 2.2774 1.0487 0.158
N -0.1836 -0.9636 0.8241 -0.034
```

SMILES = N#C[C@H]1CCCN1
2S+1 = 1
Electronic energy = -8293.2781 eV

***

# 6
Here is C5H8N2 as an isolated structure from OMol25. Energies are from wB97M-V/def2-TZVPD.

Geometry as XYZ:
```
15
Properties=species:S:1:pos:R:3:lowdin_charge:R:1
C 1.2398 1.5564 0.7347 0.047
N -0.4313 1.4592 -0.1323 0.010
C -0.4628 0.8111 1.1095 -0.330
N -0.5364 -0.5273 1.0373 0.103
C -0.5032 -0.7731 -0.2880 -0.357
C -0.5903 -2.1647 -0.8306 -0.041
C -0.4117 0.4237 -1.0028 -0.126
H 1.5393 2.3123 0.0116 0.071
H 1.3851 1.9416 1.7428 0.066
H 1.7482 0.6070 0.5795 0.085
H -0.7474 1.3635 1.9982 0.134
H 0.0972 -2.8255 -0.2944 0.078
H -1.6005 -2.5646 -0.6902 0.081
H -0.3565 -2.1944 -1.8988 0.074
H -0.3458 0.5809 -2.0722 0.108
```

2S+1 = 1
Electronic energy = -8292.4098 eV

***

# 7
Here is an isolated molecule of C5H8N2 from OMol25. Energies are from wB97M-V/def2-TZVPD.

Geometry as XYZ:
```
15
Properties=species:S:1:pos:R:3:lowdin_charge:R:1
C 0.7466 1.6626 -0.2000 -0.029
N 0.1480 0.3490 -0.4375 -0.101
C -0.0485 -0.4102 -1.5838 -0.103
C -0.5691 -1.6315 -1.2146 -0.111
C -0.6935 -1.6359 0.1962 -0.057
C -0.2490 -0.4210 0.6436 -0.380
N -0.1915 0.0471 1.9589 0.072
H 0.4050 2.0501 0.7679 0.073
H 1.8393 1.6119 -0.1228 0.088
H 0.4606 2.3997 -0.9511 0.085
H 0.1668 -0.0695 -2.5901 0.106
H -0.8459 -2.4517 -1.8685 0.091
H -1.0691 -2.4222 0.8378 0.099
H -0.8248 0.7977 2.1904 0.081
H 0.7249 0.1240 2.3736 0.084
```

SMILES = Cn1cccc1N
2S+1 = 1
Electronic energy = -8294.4077 eV

***

# 8
Here is an isolated molecule of C5H8N2 from OMol25. Energies are from wB97M-V/def2-TZVPD.

Geometry as XYZ:
```
15
Properties=species:S:1:pos:R:3:lowdin_charge:R:1
C 0.3536 -0.6767 -1.4816 -0.042
C 0.0068 -0.1590 -0.0890 -0.637
C 0.7839 -0.8814 1.0066 -0.046
N 0.2114 1.3065 0.0258 0.076
C -1.4991 0.0032 0.0803 0.160
C -1.0768 1.7453 0.3833 -0.425
N -1.8388 2.4455 0.9601 0.203
H 0.1759 -1.7551 -1.5446 0.088
H 1.4157 -0.4992 -1.6968 0.087
H -0.2622 -0.1821 -2.2390 0.085
H 1.8648 -0.8205 0.8375 0.083
H 0.5612 -0.4410 1.9832 0.085
H 0.5014 -1.9401 1.0329 0.085
H 0.5080 1.7441 -0.8458 0.134
H -1.8779 -0.4656 1.0077 0.064
```

2S+1 = 1
Electronic energy = -8289.7103 eV

***

Ordered energy relative to the best compared isomer or geometry (same formula, charge and spin) results: 594.2 233.1 485.3 126.4 165.8 249.6 56.8 510.0; unit kJ/mol.